Entry 1:
{
  "formula": "C47H34F9N3O3OsP2",
  "method": "the ωB97M-V functional and the def2-TZVPD basis",
  "e_homo_ev": [-13.5, -13.5],
  "energy_ev": -105397.348,
  "de_lowest_ev": 0.8240,
  "charge": 2,
  "e_lumo_ev": [-7.6488, -7.6831],
  "elements": ["Os", "C", "C", "N", "C", "C", "C", "C", "C", "C", "C", "N", "C", "C", "C", "C", "C", "C", "C", "C", "N", "C", "H", "H", "H", "H", "H", "H", "H", "H", "H", "H", "H", "H", "O", "P", "C", "P", "O", "C", "C", "C", "C", "C", "C", "C", "C", "C", "C", "C", "C", "C", "C", "C", "C", "C", "C", "C", "C", "C", "C", "C", "C", "H", "H", "H", "H", "H", "H", "H", "H", "H", "H", "H", "H", "H", "H", "H", "H", "H", "H", "H", "H", "H", "H", "F", "C", "F", "F", "C", "O", "C", "F", "F", "F", "C", "F", "F", "F"],
  "positions_angstrom": [[0.8637, -1.0069, 0.1396], [0.5342, -0.6663, 4.5030], [0.2113, -0.6353, 3.1424], [1.1319, -0.6849, 2.2017], [2.4364, -0.8123, 2.5405], [2.8503, -0.8380, 3.8872], [1.8492, -0.7474, 4.8776], [4.2242, -1.0129, 4.1742], [5.1131, -1.2379, 3.1543], [4.7018, -1.2574, 1.8187], [3.3845, -0.9783, 1.4786], [2.8321, -0.9182, 0.2168], [3.4928, -0.7954, -0.9816], [4.8417, -0.5388, -1.2150], [5.3663, -0.6077, -2.5082], [4.5732, -0.9078, -3.5882], [3.1776, -1.0664, -3.4177], [2.2823, -1.3361, -4.4738], [0.9387, -1.4144, -4.2116], [0.4807, -1.2231, -2.9064], [1.3010, -1.0147, -1.8890], [2.6384, -0.9504, -2.1226], [-0.2563, -0.6346, 5.2376], [-0.8212, -0.5797, 2.8182], [2.1348, -0.7627, 5.9212], [4.5534, -1.0228, 5.2043], [6.1517, -1.4332, 3.3800], [5.4061, -1.5692, 1.0647], [5.4948, -0.2544, -0.4057], [6.4241, -0.4364, -2.6491], [4.9916, -0.9873, -4.5820], [2.6671, -1.4808, -5.4747], [0.2246, -1.6087, -4.9980], [-0.5760, -1.2410, -2.6795], [-1.2425, -0.5975, -0.0353], [-2.3622, 0.3596, 0.2994], [-1.7473, 1.9894, 0.8596], [-0.2095, 2.4718, -0.0271], [0.8774, 1.4731, 0.2597], [0.2293, 4.1128, 0.5725], [0.4163, 5.1769, -0.3039], [0.8117, 6.4087, 0.1955], [1.0309, 6.5702, 1.5551], [0.8439, 5.5072, 2.4296], [0.4538, 4.2734, 1.9388], [-0.6613, 2.5789, -1.7648], [-1.7728, 3.3074, -2.1846], [-2.0790, 3.3739, -3.5323], [-1.2818, 2.7150, -4.4593], [-0.1582, 2.0146, -4.0457], [0.1581, 1.9541, -2.6978], [-3.3471, -0.2799, 1.6658], [-4.1034, 0.5607, 2.4792], [-4.8989, 0.0114, 3.4717], [-4.9415, -1.3665, 3.6438], [-4.1903, -2.2029, 2.8303], [-3.3919, -1.6623, 1.8349], [-3.4342, 0.5497, -1.1273], [-4.3916, 1.5573, -1.2038], [-5.2404, 1.6129, -2.2955], [-5.1419, 0.6610, -3.3016], [-4.2028, -0.3567, -3.2131], [-3.3520, -0.4212, -2.1216], [-1.4987, 1.9050, 1.9207], [-2.5102, 2.7588, 0.7370], [0.2677, 5.0468, -1.3675], [0.9535, 7.2394, -0.4816], [1.3640, 7.5254, 1.9366], [1.0062, 5.6356, 3.4907], [0.3429, 3.4284, 2.6085], [-2.3802, 3.8420, -1.4646], [-2.9327, 3.9458, -3.8686], [-1.5309, 2.7645, -5.5102], [0.4792, 1.5358, -4.7761], [1.0512, 1.4543, -2.3495], [-4.0824, 1.6347, 2.3403], [-5.4878, 0.6579, 4.1075], [-5.5709, -1.7879, 4.4153], [-4.2273, -3.2750, 2.9650], [-2.8036, -2.3002, 1.1877], [-4.4901, 2.2852, -0.4078], [-5.9928, 2.3867, -2.3588], [-5.8157, 0.7041, -4.1460], [-4.1437, -1.1085, -3.9881], [-2.6400, -1.2295, -2.0153], [2.4665, -5.1374, 2.2562], [1.2071, -5.2937, 1.8311], [1.0742, -6.5363, 1.3684], [0.4025, -5.1521, 2.8837], [0.8908, -4.2239, 0.7416], [0.9530, -2.9854, 1.2929], [-0.5282, -4.4602, 0.1395], [-0.6376, -5.5301, -0.6394], [-1.4575, -4.5302, 1.0923], [-0.8571, -3.3795, -0.6239], [1.9562, -4.3818, -0.3955], [1.5957, -3.6437, -1.4756], [2.1534, -5.6171, -0.8249], [3.1322, -3.8695, -0.0011]],
  "forces_ev_per_a": [[3.231, 0.919, 3.112], [0.098, 0.089, 0.195], [0.133, 0.086, 0.043], [-0.762, -0.175, -0.199], [0.424, -0.041, 0.047], [-0.069, 0.018, -0.244], [-0.077, 0.009, -0.079], [0.011, -0.062, -0.193], [0.023, -0.035, 0.349], [-0.494, 0.002, -0.394], [0.437, 0.033, 1.104], [-3.453, -0.280, 0.184], [0.595, 0.158, -1.423], [-0.671, -0.020, 0.489], [0.034, -0.071, -0.467], [0.055, 0.095, 0.220], [-0.119, 0.105, 0.222], [-0.080, 0.016, 0.103], [0.067, 0.103, -0.178], [0.130, -0.020, -0.046], [-0.633, -0.912, -0.407], [0.466, -0.073, 0.152], [-0.030, 0.024, 0.009], [0.011, -0.091, -0.020], [-0.024, -0.031, 0.027], [0.008, 0.020, 0.022], [0.011, -0.029, 0.008], [0.061, 0.089, -0.019], [0.032, -0.058, 0.018], [0.003, 0.025, -0.006], [0.052, -0.019, -0.013], [-0.008, 0.016, -0.035], [-0.020, -0.020, -0.012], [0.013, -0.065, 0.065], [1.168, -0.431, -0.082], [-0.859, 0.341, 0.628], [0.337, -0.308, -0.441], [-0.573, 0.729, -0.135], [0.341, -1.628, -0.463], [-0.066, -0.520, -0.192], [-0.023, 0.037, 0.015], [0.029, 0.010, -0.039], [0.001, 0.013, -0.007], [0.007, -0.117, 0.037], [-0.032, 0.040, 0.023], [0.168, 0.061, 0.247], [0.049, 0.008, 0.002], [-0.069, 0.026, 0.006], [0.026, -0.039, 0.000], [-0.010, 0.045, -0.048], [0.041, 0.077, 0.094], [0.249, 0.084, -0.331], [-0.007, -0.032, 0.018], [-0.003, 0.045, -0.012], [-0.021, 0.026, 0.024], [0.031, -0.028, -0.021], [0.033, 0.031, -0.032], [0.225, -0.090, 0.168], [0.012, -0.035, 0.064], [-0.065, 0.012, 0.036], [0.041, -0.016, 0.013], [-0.030, -0.036, -0.065], [0.038, 0.093, 0.018], [-0.029, 0.036, 0.000], [-0.028, 0.007, -0.004], [-0.032, 0.015, -0.014], [0.032, 0.017, 0.002], [-0.057, 0.040, 0.012], [0.046, 0.027, 0.007], [-0.015, 0.035, 0.075], [-0.070, 0.001, -0.011], [-0.036, -0.002, 0.024], [0.009, 0.016, -0.031], [0.020, -0.011, -0.015], [0.016, -0.029, -0.073], [-0.009, 0.030, 0.040], [-0.016, -0.006, 0.011], [-0.002, -0.019, 0.021], [-0.009, -0.014, 0.013], [0.007, -0.073, 0.036], [-0.028, 0.068, -0.004], [0.003, 0.031, 0.015], [0.004, -0.004, -0.032], [-0.015, -0.020, -0.008], [-0.008, -0.021, -0.062], [-0.048, 0.009, -0.029], [-0.002, 0.058, 0.281], [-0.102, 0.115, -0.001], [0.020, 0.093, -0.024], [0.071, -0.386, -0.745], [-0.235, 1.855, -1.605], [-0.244, 0.275, -0.275], [0.176, 0.002, 0.113], [0.072, -0.054, 0.077], [-0.040, -0.195, 0.076], [0.169, 0.324, -0.356], [-0.082, -0.258, 0.034], [-0.013, -0.021, 0.176], [-0.017, -0.138, 0.122]]
}



Entry 2:
{
  "formula": "C40H42OPSSiZn",
  "method": "the ωB97M-V functional and the def2-TZVPD basis",
  "e_homo_ev": -1.9,
  "energy_ev": -120627.129,
  "charge": -1,
  "e_lumo_ev": 2.0740,
  "elements": ["Zn", "C", "C", "C", "C", "C", "C", "P", "C", "C", "C", "C", "C", "C", "C", "C", "C", "C", "C", "C", "C", "C", "C", "C", "H", "H", "H", "H", "H", "H", "H", "H", "H", "H", "H", "H", "H", "H", "H", "H", "C", "C", "C", "C", "C", "C", "C", "H", "H", "H", "H", "H", "H", "H", "C", "Si", "C", "C", "H", "H", "H", "H", "H", "H", "H", "H", "H", "C", "C", "C", "C", "C", "C", "C", "S", "C", "O", "H", "H", "H", "H", "H", "H", "H", "H", "H", "H"],
  "positions_angstrom": [[-0.3542, -1.0603, -0.8477], [-1.3375, 5.3971, 2.0775], [-0.3176, 4.4661, 2.1325], [-0.3463, 3.2916, 1.3602], [-1.4339, 3.0787, 0.4969], [-2.4742, 3.9999, 0.4551], [-2.4057, 5.1877, 1.2072], [-1.5438, 1.5759, -0.4944], [-3.3165, 1.3025, -0.7920], [-3.9529, 1.1696, -2.0357], [-5.3107, 0.8083, -2.0929], [-6.0310, 0.5607, -0.9168], [-5.4320, 0.8415, 0.3112], [-4.0558, 1.1211, 0.3697], [-0.9593, 2.1292, -2.0914], [-0.7619, 3.4372, -2.5119], [-0.0759, 3.6966, -3.7180], [0.2874, 2.6749, -4.5828], [-0.1201, 1.3449, -4.2884], [-0.0208, 0.3230, -5.2606], [-0.4164, -1.0007, -4.9070], [-0.8378, -1.2419, -3.6063], [-0.8017, -0.3000, -2.5805], [-0.6355, 1.0449, -2.9461], [-1.3198, 6.2714, 2.7451], [0.6375, 4.7190, 2.6306], [0.4888, 2.5750, 1.4371], [-3.3704, 3.8519, -0.1829], [-3.2032, 5.9069, 1.1305], [-3.3864, 1.3229, -2.9685], [-5.8734, 0.7703, -3.0325], [-7.0700, 0.2456, -0.9655], [-6.0492, 0.8285, 1.2317], [-3.6007, 1.2993, 1.3734], [-1.1516, 4.2776, -1.9167], [0.1824, 4.7425, -3.9413], [0.8216, 2.9331, -5.4839], [0.3047, 0.5234, -6.2790], [-0.3594, -1.8122, -5.6230], [-1.1078, -2.2669, -3.3711], [-1.6666, -1.6958, 0.5416], [-1.2726, -1.9189, 1.9388], [-1.3816, -3.2256, 2.5107], [-1.2835, -3.4018, 3.8848], [-0.8841, -2.3422, 4.7147], [-0.6307, -1.1027, 4.1342], [-0.7930, -0.8870, 2.7794], [-2.3438, -0.8569, 0.4893], [-2.2103, -2.5846, 0.1916], [-1.6587, -4.1008, 1.9099], [-1.4434, -4.4094, 4.3188], [-0.8127, -2.5101, 5.7780], [-0.2731, -0.2894, 4.7655], [-0.5594, 0.1167, 2.3709], [1.7495, -3.6059, -2.4945], [0.1942, -3.6697, -1.2865], [-1.3458, -4.6086, -2.0770], [0.9076, -4.6616, 0.2312], [2.1569, -4.5561, -2.8755], [2.5432, -3.1180, -1.8722], [1.5821, -2.9552, -3.3563], [-1.0290, -5.5852, -2.5634], [-1.8113, -4.0072, -2.8502], [-2.1163, -4.7903, -1.3031], [1.8170, -5.2688, 0.0184], [0.1078, -5.2653, 0.7095], [1.2261, -3.9169, 1.0007], [6.0742, 0.0958, 4.5519], [5.0445, 0.3064, 3.4874], [4.1871, -0.7526, 3.1653], [3.3940, -0.7054, 2.0331], [3.3494, 0.4645, 1.3193], [4.0805, 1.5989, 1.7059], [4.9268, 1.5243, 2.8135], [2.5240, 0.5357, -0.2641], [4.0752, 0.3384, -1.2517], [1.7544, -0.7523, -0.4824], [5.6834, -0.5767, 5.3362], [6.3784, 1.0515, 4.9604], [6.9719, -0.4301, 4.1352], [4.2775, -1.7029, 3.7406], [2.7835, -1.5512, 1.7069], [3.9143, 2.4960, 1.1558], [5.4342, 2.4448, 3.1089], [4.5796, -0.5709, -0.9080], [4.7299, 1.2211, -1.1886], [3.7800, 0.1461, -2.2567]],
  "forces_ev_per_a": [[-0.186, -2.501, 0.486], [-0.408, 0.389, 0.100], [1.426, -0.403, -0.494], [-0.224, 0.560, 0.034], [-0.579, 0.127, 0.358], [-0.406, 1.422, 0.156], [0.082, -0.937, 0.108], [0.709, -0.606, 0.114], [-0.202, -0.117, 0.070], [-0.195, -0.081, -0.251], [0.024, -0.032, 0.267], [0.397, 0.790, -0.078], [0.133, -0.384, 0.381], [-1.137, 0.471, 0.994], [0.538, 0.759, -0.537], [-0.331, -0.342, 0.463], [0.384, 0.072, -0.415], [-0.853, 0.818, 1.047], [-0.143, -0.005, 0.191], [-0.461, -1.959, 0.691], [0.260, 2.456, -0.764], [0.246, -0.277, 0.377], [-0.631, -0.023, -0.826], [1.152, 0.243, -2.357], [0.087, -0.318, -0.537], [-0.844, -0.317, 0.207], [-0.551, 0.336, -0.199], [0.849, -0.056, 0.384], [-0.178, 0.159, 0.062], [-0.307, -0.022, 0.572], [0.581, -0.204, 0.170], [0.113, 0.157, -0.005], [0.611, -0.227, -0.591], [-0.268, -0.270, -0.945], [0.444, -0.448, -0.185], [-0.121, -0.528, -0.047], [-0.010, -0.199, -0.272], [0.159, 0.171, 0.234], [-0.087, 0.085, -0.088], [0.263, 0.139, 0.166], [-0.434, -0.031, 1.170], [-0.061, -0.571, -0.167], [-0.400, 0.488, 0.399], [0.670, -0.263, 0.166], [-0.445, -0.430, -0.405], [0.317, 0.018, 0.499], [-0.054, 0.131, -0.326], [-0.500, 0.275, 0.242], [0.265, 0.250, -0.233], [0.035, 0.604, -0.024], [0.066, 0.706, -0.283], [0.115, 0.140, 0.163], [-0.088, -0.062, -0.088], [-0.337, -0.685, 0.097], [0.098, -0.363, 0.467], [0.655, 1.385, -0.447], [1.086, -1.221, 0.113], [0.036, 0.168, 0.325], [-0.008, 0.012, 0.079], [-0.536, -0.351, -0.408], [-0.105, 0.061, 0.032], [-0.550, 0.803, 0.585], [-0.057, 0.129, -0.116], [0.387, -0.077, -0.300], [-0.682, 0.038, -0.015], [0.579, 0.062, -0.196], [-0.300, -0.429, -0.504], [0.363, -0.783, 0.039], [-0.338, -0.168, 0.201], [0.919, -0.721, 0.132], [-0.636, -0.481, 0.182], [0.610, 0.669, -0.325], [-0.495, -1.164, 0.590], [-0.559, 0.118, -0.731], [0.118, -0.115, -0.666], [-0.053, -0.259, 0.866], [0.776, 0.794, 0.489], [0.182, 0.478, -0.162], [0.206, 0.036, 0.303], [-0.629, 0.551, 0.235], [-0.202, 0.865, -0.463], [0.167, 0.191, 0.124], [0.169, 0.714, -0.263], [0.189, -0.490, 0.100], [-0.036, 0.251, 0.202], [-0.398, -0.294, 0.139], [-0.440, 0.123, -0.859]]
}